A | Formula: C5H39NO15
Source: the Open Molecules 2025 dataset
Level of theory: ωB97M-V with the def2-TZVPD basis set

Values from the calculation:
HOMO level ... -10.09 eV
LUMO ... 0.031 eV

```
! wB97M-V def2-TZVPD RIJCOSX def2/J DEFGRID3
* xyz 0 1
C -0.75034 0.62098 0.40497
N -0.96806 0.76239 -1.04488
C -1.45453 2.11603 -1.40630
O -2.79731 2.34035 -0.89100
C -1.77836 -0.31032 1.08169
C -1.29091 -1.73687 1.34487
C -1.02441 -2.14922 2.90394
O -2.43800 -2.62364 0.95847
H 0.28592 0.31141 0.69372
H -0.83790 1.59928 0.95235
H -0.07824 0.62688 -1.58133
H -1.10102 2.96793 -0.99189
H -1.65140 2.16508 -2.52999
H -3.44075 1.43543 -0.94470
H -2.96677 -0.14726 0.55317
H -2.03421 0.06108 1.96874
H -0.37405 -2.02372 0.66055
H -2.01189 -2.15752 3.44408
H -0.41053 -1.24238 3.40044
H -0.38876 -3.04310 3.02687
H -3.31428 -2.49226 1.27222
H -1.83715 -2.02910 -2.70444
H -0.68051 -3.32306 -2.74443
O -1.09287 -2.48332 -3.20866
H 0.35521 0.64560 3.81737
H -0.31472 0.07932 5.18187
O 0.50398 0.15093 4.66722
H 2.89786 -0.80656 -1.94569
H 2.12850 -1.68875 -2.86947
O 2.61044 -1.73167 -2.07167
H 3.20119 -0.04004 1.52739
H 3.49922 1.40558 1.52275
O 3.81505 0.64460 1.01233
H 1.89261 3.91194 -0.22975
H 0.48136 4.05200 0.43765
O 1.34307 3.83304 0.53486
H -2.14514 -0.55613 -1.37155
H -2.81692 -1.87592 -0.97747
O -2.84307 -1.18714 -1.67925
H 2.55076 0.96448 -1.75670
H 3.79636 0.91803 -0.83228
O 3.52751 0.80038 -1.76889
H -2.00483 4.71384 1.42078
H -2.56523 3.84818 0.38874
O -1.81142 4.53719 0.47736
H 0.11048 -1.38765 -3.62052
H 0.94196 -1.04706 -4.79586
O 0.85829 -0.81504 -3.90601
H 1.50721 2.18047 -3.27724
H 1.03758 0.73919 -3.09528
O 1.18533 1.50824 -2.70619
H 2.83962 -1.80628 0.07299
H 3.08444 -2.30806 1.57351
O 2.48033 -1.77013 1.00943
H 1.72062 2.68970 2.99204
H 1.36884 2.45058 1.52871
O 1.70253 2.00764 2.29746
H -0.62926 -5.26329 1.13571
H -1.04923 -4.05017 0.47510
O -0.82423 -4.99212 0.21209
*
```

Atom charges from the natural (NBO) analysis, given in e for atoms 1 to 4: -0.26 -0.69 0.11 -0.79



B | Formula: C5H39NO15
Source: the Open Molecules 2025 dataset
Level of theory: ωB97M-V with the def2-TZVPD basis set

Values from the calculation:
HOMO level ... -9.70 eV
LUMO ... 0.052 eV

```
! wB97M-V def2-TZVPD RIJCOSX def2/J DEFGRID3
* xyz 0 1
C -3.69339 -2.01973 0.98146
C -3.65683 -0.53671 1.58552
O -3.10518 0.35095 0.62541
C -2.47806 -2.89999 1.40440
N -1.18737 -2.26790 1.02862
C -0.01058 -3.18895 1.04429
C 1.23393 -2.54232 1.59678
O 1.68640 -1.39178 0.90289
H -3.54539 -2.01168 -0.19481
H -4.75514 -2.42663 0.84800
H -4.78728 -0.20081 1.79819
H -2.98205 -0.51610 2.45829
H -2.82270 -0.12538 -0.18456
H -2.53728 -3.83055 0.85002
H -2.39458 -3.11260 2.43878
H -1.15254 -1.36873 1.49331
H 0.16550 -3.68486 -0.15029
H -0.19190 -4.09547 1.70420
H 2.16159 -3.03538 1.69625
H 1.17018 -1.99232 2.55552
H 1.49862 -1.40318 -0.13715
H 0.16025 1.40781 -4.35976
H 1.20941 1.38383 -5.32647
O 1.12689 1.26545 -4.39758
H 2.60202 0.78244 1.24094
H 3.55779 1.95909 0.83358
O 3.38942 1.29628 1.48988
H 1.97303 2.35780 -1.24810
H 1.90501 1.95934 -2.79324
O 2.43579 2.23494 -2.07678
H -2.88769 1.74336 -2.47350
H -1.82677 2.58401 -2.13604
O -2.42505 2.53670 -2.85183
H -1.84074 1.40232 5.03387
H -2.72951 2.21683 3.75902
O -2.08223 1.53389 4.07383
H 4.75833 3.04532 -0.56152
H 4.42116 2.11925 -1.66091
O 4.79876 2.09260 -0.86978
H 0.07314 3.14661 -0.06585
H -0.34397 1.87769 0.31361
O 0.03101 2.31840 -0.54961
H 1.95236 -0.19797 -2.56871
H 3.21179 -0.61381 -2.14959
O 2.63801 -0.82059 -2.88049
H -1.82868 -0.65805 -4.54623
H -1.55780 0.64514 -3.88351
O -2.18043 0.21886 -4.59122
H -0.75969 2.17959 2.30772
H -2.02477 1.79870 1.56670
O -1.20392 2.30604 1.56275
H 1.05516 1.02736 3.67569
H 2.07290 2.03639 3.68948
O 1.28778 1.81037 4.12156
H -1.04907 -1.46004 -0.76388
H -0.66396 -1.91675 -2.22009
O -0.48391 -1.26103 -1.54137
H 4.22856 -0.68944 -0.00299
H 4.13027 -1.78842 -1.21293
O 4.25337 -1.58020 -0.28174
*
```

Atom charges from the natural (NBO) analysis, given in e for atoms 1 to 4: -0.46 -0.08 -0.77 -0.22



Q: Which of them is the most stable? A: A.



A | Formula: C5H9ClO
Source: the Open Molecules 2025 dataset
Level of theory: ωB97M-V with the def2-TZVPD basis set

Values from the calculation:
HOMO level ... -9.28 eV
LUMO ... 0.806 eV

```
! wB97M-V def2-TZVPD RIJCOSX def2/J DEFGRID3
* xyz 0 1
C 2.97946 -1.11496 -0.42916
C -1.25359 -0.04600 -1.16283
C -0.20656 -1.03318 0.95337
C -1.31693 1.31042 0.73039
C -0.97040 0.10201 0.34952
O 3.59912 -1.67849 0.33272
Cl 2.24229 1.67066 -0.00269
H -1.18994 -1.18300 -1.42085
H -0.47233 0.39283 -1.79494
H -2.14994 0.46688 -1.60468
H 0.18902 -1.54656 -0.00548
H -0.96411 -1.54867 1.47396
H 0.57833 -0.54988 1.58910
H 1.71430 1.05036 -0.98993
H -1.80998 2.08142 0.20592
H -0.96875 1.62614 1.77557
*
```

Atom charges from the natural (NBO) analysis, given in e for atoms 1 to 4: 0.49 -0.65 -0.66 -0.41



B | Formula: C5H9ClO
Source: the Open Molecules 2025 dataset
Level of theory: ωB97M-V with the def2-TZVPD basis set

Values from the calculation:
HOMO level ... -10.71 eV
LUMO ... 0.850 eV
Structure (SMILES) ... CCCCC(=O)Cl

```
! wB97M-V def2-TZVPD RIJCOSX def2/J DEFGRID3
* xyz 0 1
C 0.23930 -3.01586 -1.33662
C 0.37038 -2.50197 0.08520
C -0.28070 -1.12262 0.30419
C 0.39788 -0.01838 -0.50140
C -0.23991 1.32119 -0.29014
O -0.92892 1.93879 -1.02329
Cl 0.14175 1.99870 1.34977
H 0.62633 -4.07884 -1.39478
H -0.79113 -3.05674 -1.61419
H 0.80298 -2.38039 -2.04623
H 1.42640 -2.43568 0.36489
H -0.16205 -3.19842 0.73067
H -1.34206 -1.19847 0.07047
H -0.23934 -0.90562 1.38412
H 1.44708 0.02102 -0.25266
H 0.33164 -0.22931 -1.56946
*
```

Atom charges from the natural (NBO) analysis, given in e for atoms 1 to 4: -0.61 -0.39 -0.39 -0.53



Q: Which of them is the most stable? A: B.



A | Formula: C3H7IN3
Source: the Open Molecules 2025 dataset
Level of theory: ωB97M-V with the def2-TZVPD basis set

Values from the calculation:
HOMO level (alpha / beta) ... -13.01 / -13.06 eV
LUMO (alpha / beta) ... -5.523 / -5.147 eV

```
! wB97M-V def2-TZVPD RIJCOSX def2/J DEFGRID3
* xyz 1 1
C 0.77126 0.06042 0.85885
C -0.79207 0.05581 -1.36622
C -1.40624 -0.33609 -0.01394
N 0.09208 1.14672 -1.16302
N -0.32491 -0.59320 0.94210
N 1.88059 0.17131 1.49679
I 1.65221 1.41129 -2.34158
H -0.34240 -0.81881 -1.85158
H -1.61347 0.41161 -2.00411
H -2.02799 0.48067 0.36339
H -2.01180 -1.23586 -0.12311
H -0.55306 -1.25864 1.68230
H 2.60827 0.76724 1.11965
H 2.06755 -0.26249 2.40048
*
```

Atom charges from the natural (NBO) analysis, given in e for atoms 1 to 4: 0.66 -0.32 -0.21 -0.52



B | Formula: C3H7IN3
Source: the Open Molecules 2025 dataset
Level of theory: ωB97M-V with the def2-TZVPD basis set

Values from the calculation:
HOMO level (alpha / beta) ... -14.17 / -14.17 eV
LUMO (alpha / beta) ... -7.037 / -7.086 eV

```
! wB97M-V def2-TZVPD RIJCOSX def2/J DEFGRID3
* xyz 1 1
C 0.87283 1.68138 -0.08969
C -1.19652 0.68680 -0.22233
C -0.29975 -1.56256 -0.10271
N -0.37281 1.85295 -0.29152
N 1.44101 0.71234 0.63368
N -0.55964 -0.34637 0.55192
I 3.01368 -0.43318 0.13468
H 1.69005 2.29560 -0.36974
H -2.05374 1.10817 0.30536
H -1.26674 0.22684 -1.15586
H -1.14863 -1.98008 -0.53044
H 0.51273 -1.46647 -0.93983
H -0.04316 -2.30349 0.52945
H -0.58932 -0.47193 1.54703
*
```

Atom charges from the natural (NBO) analysis, given in e for atoms 1 to 4: 0.18 -0.11 -0.45 -0.34



Q: Which of them is the most stable? A: A.



A | Formula: C16H12BrI3N4O4Zr
Source: the Open Molecules 2025 dataset
Level of theory: ωB97M-V with the def2-TZVPD basis set

Values from the calculation:
HOMO level ... -14.49 eV
LUMO ... -7.059 eV

```
! wB97M-V def2-TZVPD RIJCOSX def2/J DEFGRID3
* xyz 2 1
Zr 0.38578 0.29030 0.54967
I 1.18373 -1.47194 3.27669
C 1.46914 0.30819 4.37754
I 1.18303 2.00029 3.13939
H 2.48534 0.32653 4.74378
H 0.72910 0.34447 5.16390
Br 0.79706 0.26850 -2.73479
C -1.02119 0.06368 -2.27136
C -2.04311 -0.08838 -3.17978
C -3.32887 -0.22705 -2.66551
C -3.55885 -0.21114 -1.29116
C -2.47810 -0.05317 -0.46536
N -1.23129 0.07720 -0.96139
C -2.53329 -0.05612 1.04254
O -3.54971 -0.12521 1.64619
O -1.28208 0.01945 1.56893
H -1.84883 -0.09929 -4.24288
H -4.15911 -0.35223 -3.34891
H -4.54787 -0.31713 -0.86566
O 4.22331 -0.95472 0.16920
C 3.04200 -0.86176 0.16143
O 2.32567 0.26279 0.41152
C 2.14076 -2.03316 -0.13911
C 2.66788 -3.26000 -0.45080
C 1.79282 -4.30394 -0.72257
C 0.42515 -4.07907 -0.66532
C -0.03270 -2.81921 -0.34533
N 0.80548 -1.80142 -0.08627
H 3.74316 -3.37519 -0.47505
H 2.17478 -5.28464 -0.97643
H -0.28413 -4.87028 -0.86518
H -1.09133 -2.60951 -0.28326
I -1.49945 6.11329 1.15773
C -0.40983 4.53789 0.43104
C 0.82751 4.57096 -0.19322
N 1.17084 3.31319 -0.48402
N 0.22132 2.44065 -0.10095
C -0.74648 3.19165 0.46412
H 1.46794 5.40187 -0.44669
H 2.01471 2.98274 -0.93181
H -1.63027 2.74094 0.88913
*
```

Atom charges from the natural (NBO) analysis, given in e for atoms 1 to 4: 2.05 0.36 -0.69 0.39



B | Formula: C16H12BrI3N4O4Zr
Source: the Open Molecules 2025 dataset
Level of theory: ωB97M-V with the def2-TZVPD basis set

Values from the calculation:
HOMO level ... -14.32 eV
LUMO ... -6.997 eV

```
! wB97M-V def2-TZVPD RIJCOSX def2/J DEFGRID3
* xyz 2 1
Zr 0.09850 0.08107 0.03150
I -1.61017 -1.58956 -2.13720
C -0.98377 -3.45143 -1.35058
I 0.32276 -3.14324 0.28159
H -0.44919 -3.98512 -2.12270
H -1.85677 -3.97688 -0.99082
Br 0.86253 -1.10891 3.59832
C 2.29982 -0.58201 2.51196
C 3.59892 -0.57221 2.98300
C 4.60627 -0.13273 2.13839
C 4.31799 0.28930 0.84215
C 3.01513 0.20459 0.44676
N 2.01687 -0.21825 1.26117
C 2.33210 0.60861 -0.84096
O 2.19112 1.78252 -1.13548
O 1.55413 -0.34588 -1.30767
H 3.81173 -0.90028 3.99024
H 5.62891 -0.11635 2.49412
H 5.08620 0.65072 0.17298
O -2.87143 0.13719 2.75154
C -1.91404 0.38265 2.10056
O -1.44843 -0.39273 1.07360
C -1.10217 1.63452 2.28442
C -1.46239 2.56388 3.22585
C -0.73635 3.74454 3.29584
C 0.31165 3.94934 2.41170
C 0.62388 2.96658 1.49627
N -0.06358 1.81521 1.43605
H -2.30402 2.35445 3.87182
H -0.99434 4.50175 4.02481
H 0.88731 4.86444 2.42358
H 1.43703 3.08494 0.79331
I -4.44781 3.29197 -2.81921
C -2.57139 2.62241 -2.33907
C -1.38162 2.87244 -3.00607
N -0.40667 2.24408 -2.34938
N -0.88198 1.59076 -1.27256
C -2.21176 1.81940 -1.26765
H -1.18006 3.45603 -3.89073
H 0.59529 2.24674 -2.51233
H -2.84970 1.39744 -0.50701
*
```

Atom charges from the natural (NBO) analysis, given in e for atoms 1 to 4: 2.02 0.39 -0.69 0.38



Q: Which of them is the most stable? A: A.